(1)
A molecular structure, C24H24N3ORhS2. Source: the Open Molecules 2025 dataset; level of theory: ωB97M-V/def2-TZVPD.

Its total energy is -56453.1325 eV. Its net charge is +2. For the LUMO energy (spin up / spin down), the calculation gives -5.24 / -8.71 eV. As for the energy above the lowest of the compared OMol25 structures with the same formula, charge and spin: 11.1 kcal/mol. As for the expectation value of S²: 6.01. The spin multiplicity is 5.

```
55
Properties=species:S:1:pos:R:3:forces:R:3
Rh -0.81071 1.18738 -0.02270 0.25 -0.67 0.11
N -1.95355 3.34412 2.02357 0.12 0.31 0.24
C -1.25325 2.73293 1.34918 -0.21 0.16 0.01
H -2.48906 3.92765 2.64208 -0.02 0.01 0.03
N -0.85515 -0.16793 1.54132 -0.17 0.30 -0.26
S 0.65626 -0.70614 1.90660 0.16 0.01 -0.19
C 0.73817 -2.36936 1.29612 -0.09 -0.01 -0.07
C 1.99466 -2.96073 1.31319 0.00 -0.05 -0.06
C 2.11778 -4.24711 0.81474 0.01 -0.04 -0.01
C 1.00417 -4.90906 0.30602 0.01 0.03 0.01
C -0.24081 -4.29358 0.29578 -0.01 0.03 0.00
C -0.38558 -3.00272 0.79067 0.08 -0.15 0.03
C 0.75304 -0.88726 3.64648 -0.12 -0.02 0.10
C 1.59660 -0.01483 4.32419 -0.04 -0.02 0.07
C 1.69191 -0.13316 5.70392 -0.01 -0.01 -0.01
C 0.95075 -1.10216 6.36682 0.00 0.00 -0.01
C 0.11029 -1.96619 5.66735 -0.01 -0.01 0.04
C 0.00799 -1.87062 4.29212 0.05 0.02 0.12
H -1.53626 -0.29153 2.28500 0.02 -0.08 0.03
H 2.85872 -2.43763 1.70889 -0.04 -0.01 -0.02
H 3.08484 -4.73234 0.82037 -0.03 0.00 -0.01
H 1.11017 -5.91291 -0.08453 0.00 0.03 0.01
H -1.10380 -4.81812 -0.09382 0.03 0.01 0.01
H -1.34835 -2.50882 0.78669 0.01 0.00 -0.01
H 2.17313 0.73028 3.78908 -0.02 -0.03 0.00
H 2.34850 0.52521 6.25662 -0.01 -0.02 -0.01
H 1.03344 -1.19512 7.44175 0.00 0.00 -0.01
H -0.45400 -2.72349 6.19547 0.02 0.02 0.00
H -0.61752 -2.55864 3.73545 0.03 0.02 0.00
N 3.82408 -2.63064 -4.36587 -0.08 0.07 0.07
C 3.13677 -1.95073 -3.74532 -0.10 0.10 0.10
C 2.27251 -1.10933 -2.94718 0.18 -0.13 -0.14
C 2.72466 0.13999 -2.52074 0.11 0.00 -0.03
C 1.90590 0.94247 -1.74036 0.07 0.02 0.07
C 0.66447 0.45221 -1.38281 -0.29 0.19 0.01
C 0.17165 -0.76762 -1.83058 0.21 -0.04 -0.09
C 0.99872 -1.56195 -2.61450 -0.05 -0.08 -0.01
H 3.71476 0.47717 -2.79897 -0.01 -0.02 0.00
H 2.26074 1.90791 -1.40109 -0.02 -0.01 -0.02
H -0.82250 -1.12649 -1.58796 -0.04 0.01 0.00
H 0.65657 -2.52558 -2.96980 0.01 0.02 0.01
O -2.34286 1.72548 -1.45180 0.29 0.28 -0.06
S -1.62917 2.98865 -2.03798 0.00 -0.09 0.00
C -2.88565 4.26692 -2.24721 -0.13 -0.05 -0.03
C -2.68005 4.79666 -3.66564 0.04 -0.07 0.04
C -2.45207 3.56148 -4.53677 0.03 -0.03 0.05
C -1.39614 2.71933 -3.81543 -0.14 -0.14 -0.05
H -2.77127 5.00451 -1.45614 -0.03 0.00 -0.01
H -3.83002 3.72804 -2.13187 -0.02 0.09 -0.02
H -1.81040 5.45726 -3.70143 -0.02 0.00 0.00
H -3.54354 5.37876 -3.98223 -0.03 -0.02 0.02
H -2.11348 3.82473 -5.53689 0.01 -0.02 0.00
H -3.37739 2.99269 -4.63648 0.00 0.01 0.01
H -0.37522 3.02937 -4.04054 -0.02 0.02 0.02
H -1.48346 1.64063 -3.95286 0.04 0.04 -0.07
```
Forces are in eV/Å.

***

(2)
A molecular structure, C8H15CrF9N5O19S3. Source: the Open Molecules 2025 dataset; level of theory: ωB97M-V/def2-TZVPD.

Its total energy is -140259.9690 eV. Its net charge is -1. For the LUMO energy (spin up / spin down), the calculation gives 2.21 / -2.71 eV. As for the energy above the lowest of the compared OMol25 structures with the same formula, charge and spin: 0.0 kcal/mol. As for the expectation value of S²: 20.03. The spin multiplicity is 9.

```
60
Properties=species:S:1:pos:R:3:forces:R:3
Cr 2.13443 14.72776 5.33646 -0.56 0.49 1.92
C 5.44609 12.40551 7.50930 -0.15 0.39 -0.89
F 6.69852 11.95335 7.56321 0.22 -0.08 0.17
F 4.63912 11.45633 7.96857 -0.20 -0.18 0.02
F 5.33558 13.47046 8.30383 0.09 0.08 0.25
S 5.06494 12.92399 5.75384 0.16 0.11 -0.10
O 3.73057 13.51764 5.90074 0.63 -0.37 0.20
O 6.10654 13.88667 5.46441 -0.11 -0.24 0.17
O 5.13434 11.71892 4.96091 -0.32 0.17 0.35
C -0.37789 11.35027 3.52595 0.92 -0.59 0.23
F -0.63025 10.07550 3.18877 -0.13 -0.01 -0.12
F -0.34055 12.07506 2.40884 -0.13 0.20 -0.21
F -1.39593 11.77164 4.27285 -0.07 0.24 0.18
S 1.28116 11.40886 4.39770 -0.05 -0.72 -0.11
O 1.07894 10.62344 5.59012 -0.17 0.46 -0.04
O 2.21998 10.86933 3.44681 -0.42 0.32 -0.04
O 1.40990 12.85368 4.59704 -0.28 0.73 -0.02
C 4.91207 14.95550 1.34784 -0.48 -0.44 0.42
F 4.24459 15.89232 0.68652 -0.06 0.18 -0.22
F 5.66217 14.26076 0.51658 0.15 -0.08 -0.34
F 5.68705 15.53685 2.24839 0.08 0.09 0.24
S 3.67986 13.80851 2.16127 -1.30 0.47 0.13
O 2.70678 13.45642 1.14340 1.07 -0.01 0.36
O 4.48156 12.60939 2.51074 -0.07 -0.13 -0.10
O 3.15176 14.52015 3.29530 0.96 -0.05 -1.08
C 1.17322 11.94384 9.13928 -0.12 0.28 -1.06
N 0.84526 13.21216 8.46563 -0.63 -0.88 0.49
O 0.43660 14.25874 9.12178 0.32 0.03 -0.37
O 1.30466 13.39365 7.25020 0.00 0.27 0.50
H 0.54509 11.17809 8.68068 -0.04 -0.05 0.14
H 0.95696 12.03589 10.19572 0.20 0.09 0.07
H 2.19829 11.69042 8.87406 0.13 0.03 0.42
C 6.85468 16.51147 5.38016 -0.35 1.31 0.37
N 5.45007 17.03307 5.24666 0.22 -0.05 -0.62
O 5.31577 18.21285 4.93834 0.01 -0.01 0.14
O 4.54188 16.25136 5.33786 -0.03 0.09 0.08
H 6.99686 15.88562 4.50971 0.20 -0.34 0.28
H 6.93243 16.02582 6.34526 -0.03 -0.48 -0.29
H 7.46191 17.41178 5.36779 0.16 -0.12 -0.16
C 3.15410 17.99504 8.10940 -1.12 -0.40 0.01
N 2.03153 17.12558 7.75366 -0.16 0.92 -0.20
O 2.28049 16.05561 7.08597 0.76 -1.89 -0.65
O 0.85501 17.43700 8.13909 -0.08 -0.03 0.05
H 3.60918 17.56903 9.00730 0.39 0.16 -0.07
H 2.69311 18.95399 8.33519 0.26 0.09 0.07
H 3.83471 18.07471 7.26707 0.16 -0.07 0.06
C 2.67361 17.79806 2.65544 -0.69 1.18 -0.30
N 1.87154 17.85528 3.91273 0.21 -0.60 0.00
O 1.35738 18.90467 4.22263 0.18 -0.35 0.01
O 1.80110 16.81359 4.55114 -0.39 0.83 -0.41
H 2.19701 17.11396 1.96118 0.16 -0.44 0.28
H 3.70101 17.57774 2.90826 0.05 -0.24 0.06
H 2.56155 18.79641 2.23133 0.36 -0.08 0.04
C -1.96493 15.96568 7.32777 0.12 0.53 0.63
N -1.04141 16.35675 6.24539 0.07 1.05 0.09
O -0.25066 15.53516 5.84848 -0.06 -0.94 -0.34
O -1.08756 17.50954 5.87592 -0.14 -0.17 -0.29
H -2.67638 16.77174 7.47392 -0.16 -0.07 -0.38
H -1.33626 15.98303 8.22104 0.10 -0.54 -0.11
H -2.42700 15.01501 7.09317 0.18 -0.13 0.11
```
Forces are in eV/Å.

***

(3)
3 unconnected molecules or ions with the total composition C15H35BN3O4PS. Source: the Open Molecules 2025 dataset; level of theory: ωB97M-V/def2-TZVPD.

Its total energy is -49581.5510 eV. For the LUMO energy, the calculation gives -1.12 eV. Its structure (SMILES) is O=C(O)CB(N=C=S)P(O)O.CCN(CC)CC.CCN(CC)CC.

```
60
Properties=species:S:1:pos:R:3:forces:R:3
O -5.13665 0.82254 -2.42178 -0.93 4.87 0.43
C -5.46104 2.03890 -2.44721 0.37 -2.96 -0.23
O -4.77197 3.07392 -1.72548 -1.89 -2.05 -0.81
C -6.74109 2.49145 -3.28024 0.15 1.38 -0.03
B -7.98581 2.68136 -2.22464 2.29 -0.07 0.42
N -8.25225 4.05789 -1.62932 -4.17 -0.23 -3.66
C -9.34719 4.46576 -2.16165 0.06 0.52 3.20
S -10.88213 5.08276 -2.37175 3.71 -1.38 -0.10
P -9.19499 1.29941 -1.68361 -2.03 0.17 -0.29
O -8.92739 0.79394 -0.07320 0.28 0.47 -1.52
O -9.21636 -0.01620 -2.76806 1.22 0.74 1.26
H -4.56557 2.69698 -0.84410 0.29 0.04 -0.74
H -7.00180 1.74430 -4.09168 0.69 0.69 1.15
H -6.57619 3.52899 -3.74896 0.05 -1.55 0.59
H -8.68534 1.59092 0.45338 -0.13 -0.71 -0.55
H -9.68489 0.23710 -3.58814 0.04 0.06 0.90
C 2.12426 -0.43023 -0.73271 -0.04 -0.07 0.06
C 1.07293 0.42456 -1.43117 0.04 -0.18 0.05
N 0.12821 -0.34557 -2.23027 -0.06 -0.02 -0.35
C -0.68156 0.47923 -3.12147 0.13 0.08 -0.12
C -1.64679 1.47603 -2.48085 -0.22 0.12 -0.05
C -0.59096 -1.40578 -1.53347 0.25 -0.20 0.13
C -1.42421 -1.01760 -0.31221 -0.26 -0.08 0.13
H 2.65462 -1.06495 -1.44754 -0.10 0.02 0.02
H 2.86055 0.21382 -0.24491 -0.07 -0.01 -0.02
H 1.68486 -1.06573 0.04018 0.05 0.00 -0.05
H 1.61035 1.11476 -2.09018 -0.25 -0.02 -0.12
H 0.56262 1.04168 -0.68025 0.04 0.11 0.10
H -1.24571 -0.16882 -3.80131 0.06 -0.11 0.18
H -0.00170 1.04016 -3.77334 0.12 -0.06 0.14
H -2.52268 0.98460 -2.05850 0.05 0.02 0.02
H -2.01305 2.16781 -3.24560 0.02 -0.02 0.05
H -1.17073 2.07587 -1.70208 0.03 -0.04 -0.03
H 0.13649 -2.16198 -1.21873 0.06 0.13 -0.02
H -1.23418 -1.93525 -2.24459 0.08 0.24 -0.10
H -0.89230 -0.34350 0.36265 0.02 -0.01 -0.05
H -1.67477 -1.91639 0.25957 0.03 0.05 -0.04
H -2.36848 -0.55258 -0.59707 0.07 0.07 0.05
C 5.80006 0.12580 1.31923 -0.07 -0.08 -0.05
C 6.41104 -0.51904 2.55773 -0.15 0.03 -0.10
N 5.42264 -0.99117 3.51942 -0.08 0.08 0.35
C 5.99689 -1.33338 4.81686 0.06 0.18 0.06
C 6.97970 -2.50306 4.87050 0.08 -0.16 0.19
C 4.42362 -1.92410 3.01054 -0.15 0.17 -0.27
C 4.91977 -3.22273 2.37507 -0.10 -0.27 -0.03
H 5.11431 0.93222 1.59229 0.01 -0.10 0.03
H 6.58980 0.55356 0.69656 -0.03 -0.06 0.05
H 5.25970 -0.60016 0.70681 0.00 0.07 0.02
H 7.03436 0.24225 3.03875 -0.07 -0.17 0.21
H 7.08754 -1.32336 2.24089 0.12 -0.01 -0.09
H 5.18809 -1.52078 5.53189 -0.07 -0.01 -0.20
H 6.50949 -0.44513 5.20377 -0.02 0.04 -0.18
H 6.47089 -3.46284 4.78260 0.06 0.01 -0.08
H 7.49360 -2.50445 5.83662 -0.03 0.01 -0.06
H 7.74666 -2.43878 4.09625 -0.06 0.00 0.01
H 3.81200 -1.39841 2.26906 0.13 0.06 0.01
H 3.71755 -2.17096 3.81091 0.22 0.12 0.11
H 5.74943 -3.06224 1.68357 -0.02 0.03 0.05
H 4.10765 -3.68352 1.80445 0.05 0.05 0.02
H 5.22807 -3.94993 3.12655 0.10 0.03 -0.08
```
Forces are in eV/Å.

***

(4)
C6H9NO2 in the gas phase. Source: the Open Molecules 2025 dataset; level of theory: ωB97M-V/def2-TZVPD.

Its total energy is -11949.2126 eV. For the LUMO energy (spin up / spin down), the calculation gives -0.67 / 0.21 eV. As for the energy above the lowest of the compared OMol25 structures with the same formula, charge and spin: 94.7 kcal/mol.

```
18
Properties=species:S:1:pos:R:3:forces:R:3
C 1.54802 -1.10891 0.21363 1.32 0.08 0.31
C -0.55579 -1.27873 -0.54692 -1.31 0.05 0.11
C -1.98960 -1.50500 -0.26218 0.26 -0.20 0.10
C 1.78379 0.27614 -0.05905 -0.50 -0.35 -0.42
C 0.62803 1.22705 0.17547 -0.22 0.22 0.06
N -0.05251 1.03052 1.36808 0.22 -0.59 0.00
C 0.29004 2.13816 -0.73867 0.38 0.23 0.22
O 0.33948 -1.69700 0.29685 -0.19 0.12 -0.53
O 2.87418 0.69997 -0.42821 0.01 -0.04 0.19
H 2.37390 -1.78186 0.38771 -0.05 0.00 0.11
H -0.28780 -0.64964 -1.37867 0.55 0.00 -0.07
H -0.67075 1.76198 1.66994 0.05 -0.09 0.23
H 0.35956 0.40001 2.05513 -0.27 0.67 -0.29
H -2.46683 -0.56073 0.02107 0.01 -0.03 0.05
H -2.49786 -1.87907 -1.15202 -0.02 0.04 -0.03
H -2.10734 -2.22641 0.54351 -0.07 0.03 0.08
H 0.89089 2.26364 -1.62187 0.09 -0.12 -0.14
H -0.45942 2.88986 -0.54379 -0.24 -0.02 0.02
```
Forces are in eV/Å.